No. 1
C30H22O7PS6V | the ωB97M-V functional and the def2-TZVPD basis

E_LUMO (alpha / beta)	2.3203 / 2.3206	eV
energy relative to the best compared isomer or geometry (same formula, charge and spin)	0.0	kcal/mol
maximum force	0.6	eV/A
spin multiplicity	2
net charge	-1
HOMO level (alpha / beta)	-4.25 / -3.70	eV

Structure (XYZ):
```
67
Properties=species:S:1:pos:R:3:forces:R:3:mulliken_charge:R:1
V -1.20832 0.65013 -1.39493 -0.5 0.2 0.3 0.692
S -4.76327 1.45995 2.98633 -0.1 0.1 0.0 -0.159
S -4.40774 -0.36705 0.83833 -0.2 0.0 -0.1 -0.066
S -1.13024 0.78725 -4.10614 0.1 0.1 0.2 1.598
S -3.48343 1.68606 -1.15937 0.0 -0.2 0.0 -0.511
S -4.00616 3.89918 1.43832 -0.1 0.0 0.0 -0.138
S -5.44634 -1.40499 3.43438 0.0 0.1 0.0 -0.273
P 0.78452 -0.63553 -1.84972 0.2 -0.2 -0.1 1.434
O -0.54085 1.53900 0.41321 0.0 -0.4 -0.1 -1.173
O -0.90930 1.93026 -3.19873 0.0 0.0 -0.1 -0.720
O 0.13572 2.47622 5.49347 0.1 0.0 0.0 -0.530
O -1.78792 1.09004 -5.34053 0.0 0.0 -0.1 -0.730
O -1.73802 -0.28984 -3.28715 0.0 0.0 -0.1 -0.660
O -1.01805 0.84149 6.62576 0.0 0.0 0.1 -0.515
O -1.33233 -0.50544 0.43940 0.0 0.2 0.1 -0.608
C -2.21011 4.05870 1.33264 0.0 0.1 -0.1 -0.259
C 0.74540 -2.44817 -1.59934 0.0 0.0 0.0 0.488
C 2.35103 -0.51119 0.42976 0.1 0.0 0.0 -0.453
C 2.92616 -0.88967 -5.36892 0.0 0.0 0.0 -0.783
C -4.93894 -0.15983 2.45741 0.2 -0.1 0.1 0.104
C -1.69852 -0.44920 4.63834 -0.1 -0.1 0.0 -1.246
C 3.17316 0.81124 -1.40158 0.0 0.0 0.1 -0.409
C 1.31183 -0.49074 -3.60623 0.0 0.0 0.0 -0.305
C -4.20468 2.15426 1.48145 0.0 0.0 0.0 0.024
C -0.92827 0.51267 1.06348 0.2 0.0 0.0 1.749
C 2.09648 -0.25768 -6.28426 0.0 0.0 0.0 -0.616
C -0.39699 1.57846 4.59382 0.1 0.1 -0.1 0.789
C 2.52983 -1.00498 -4.04362 0.0 0.0 -0.1 0.081
C -1.59976 -0.46666 3.24471 -0.1 -0.1 0.0 -0.824
C -0.92550 0.52821 2.55633 0.1 0.0 -0.2 0.059
C -0.51261 -3.04381 -1.56377 0.1 -0.1 0.0 -0.406
C 1.88045 -3.24400 -1.44833 0.0 0.0 0.0 -0.008
C 0.48339 0.13844 -4.54360 0.1 0.0 0.0 -0.137
C 0.87433 0.25175 -5.87258 0.0 0.0 0.0 -0.583
C 1.75826 -4.61622 -1.27998 0.0 0.1 0.0 -0.820
C 4.18708 1.30329 -0.58687 0.0 0.0 0.0 -0.710
C 2.25663 -0.11433 -0.90638 0.0 0.1 0.0 0.175
C -0.45589 2.14655 6.74433 0.0 -0.2 -0.3 -0.230
C 3.36359 -0.01795 1.24152 -0.1 0.0 0.0 -0.709
C -0.29292 1.58033 3.23130 0.0 0.1 0.0 -1.207
C 0.49938 -5.20455 -1.25959 0.0 0.0 0.0 -0.456
C -1.08651 0.59524 5.27799 0.0 0.0 0.1 1.094
C 4.28654 0.88814 0.73336 0.0 0.0 0.0 -0.520
C -4.02967 1.29731 0.44396 0.2 0.1 0.1 0.106
C -0.63405 -4.41821 -1.39910 0.0 0.0 0.0 -0.755
H -2.07668 -1.25448 2.67667 0.0 0.0 0.0 0.675
H -1.83778 3.46198 0.50320 0.0 0.0 0.0 -0.145
H 3.09488 1.15708 -2.42499 0.0 0.0 0.0 0.453
H -2.25892 -1.20309 5.17901 0.1 0.1 -0.1 0.409
H 1.62074 -1.20149 0.84093 0.0 0.0 0.0 0.456
H 5.07430 1.27787 1.36912 -0.1 0.0 0.0 0.379
H 3.18306 -1.49550 -3.33202 0.0 0.0 0.0 0.268
H 3.88165 -1.29542 -5.68353 -0.1 0.0 0.0 0.400
H 2.86447 -2.79002 -1.43979 0.0 0.0 0.0 0.242
H -1.99763 5.11473 1.14639 -0.1 -0.1 0.0 0.434
H -1.24517 2.86133 6.97558 -0.2 0.1 0.0 0.265
H -1.74154 3.75222 2.26428 0.0 0.0 0.0 0.050
H 0.30740 2.14102 7.51413 0.1 0.0 0.1 0.226
H 2.64575 -5.22552 -1.15762 0.0 0.0 0.0 0.404
H -1.39512 -2.42543 -1.65551 0.0 0.0 0.0 0.262
H 4.89434 2.02202 -0.98628 0.0 0.0 0.0 0.406
H 3.42098 -0.33278 2.27764 0.0 0.0 -0.1 0.425
H 0.40339 -6.27580 -1.12202 0.0 0.0 0.0 0.376
H 0.20228 0.73127 -6.57346 0.0 0.0 0.1 0.537
H -1.61874 -4.86827 -1.36863 0.0 0.0 0.0 0.420
H 0.22720 2.35269 2.68082 0.0 0.0 0.0 0.802
H 2.39377 -0.16856 -7.32281 0.0 0.0 0.0 0.384
```
Forces are in eV/Å.

=====

No. 2
C30H23BBrF4N3O3Rh | the ωB97M-V functional and the def2-TZVPD basis

E_LUMO (alpha / beta)	-3.3935 / -6.0279	eV
energy relative to the best compared isomer or geometry (same formula, charge and spin)	49.1	kcal/mol
maximum force	1.7	eV/A
spin multiplicity	5
net charge	+1
HOMO level (alpha / beta)	-9.13 / -10.71	eV

Structure (XYZ):
```
66
Properties=species:S:1:pos:R:3:forces:R:3:mulliken_charge:R:1
Rh -1.87294 1.15957 -0.55915 0.6 -1.1 0.5 0.553
Br 0.51079 -0.93093 -7.23839 -0.1 0.1 0.3 -0.084
F -0.95897 5.05659 0.17475 -0.1 0.1 0.0 -0.276
F -3.23365 5.10878 0.55428 0.0 0.0 0.0 -0.268
F -2.20014 3.02678 0.09377 -0.1 0.1 -0.2 -0.503
F -1.82656 4.18511 2.11528 -0.1 0.1 0.0 -0.342
O -1.32756 1.80099 -2.30901 0.5 1.0 -1.3 -0.530
O 0.12161 0.45135 0.34548 -0.3 0.0 -0.5 -0.983
O 3.49022 -0.05390 0.69452 -0.3 0.3 0.4 -0.305
N -2.55710 0.37153 1.11639 -0.2 0.1 1.1 0.047
N -1.86555 -0.70724 -1.16197 -0.5 0.7 0.5 0.054
N 1.51508 -1.71452 1.89221 -0.1 0.3 0.4 0.151
C 1.14896 3.46150 2.03705 -0.1 -0.1 0.0 -0.494
C -0.97871 -0.28345 -3.43461 0.1 0.2 -0.1 0.381
C 2.91278 -2.45322 -2.00031 -0.1 -0.1 0.0 -0.834
C -0.98842 1.17819 -3.37055 -0.1 -0.4 0.3 0.465
C -0.50895 -0.86205 -4.60636 -0.3 -0.3 0.7 -0.721
C 1.55158 1.59494 3.48672 0.1 0.2 0.2 -0.926
C 1.56236 2.94263 3.28122 0.1 -0.1 0.2 -0.904
C -2.80172 -1.75859 2.23488 0.0 0.2 -0.2 1.199
C 4.60925 0.65940 0.18404 0.1 0.1 0.0 -1.085
C -2.18450 -1.59064 -0.15519 0.1 -0.5 0.2 0.913
C -0.09970 -0.07616 -5.68867 0.2 0.5 -0.6 0.071
C -2.84557 1.01012 2.24361 0.1 0.0 -0.3 -0.189
C -2.52062 -0.98633 1.09036 0.0 -0.3 0.0 0.528
C 3.37816 -1.33347 -1.33752 0.0 0.1 0.0 -0.688
C 2.96269 -1.04198 -0.03978 -0.1 -0.3 0.1 0.949
C -0.59179 1.93196 -4.50673 0.0 0.1 0.1 -0.582
C -3.10947 0.31505 3.42357 -0.1 -0.3 0.2 -0.910
C -2.49898 -3.74520 0.90242 -0.1 -0.1 0.5 -0.903
C 1.32974 -0.67723 2.70896 0.0 -0.1 -0.3 -0.888
C -2.77550 -3.16551 2.11937 0.0 -0.3 -0.2 -1.050
C 2.04145 -3.32625 -1.36487 0.0 -0.1 -0.1 -0.937
C -1.39129 -1.11620 -2.36619 0.2 -0.4 -0.5 -0.118
C -2.20268 -2.98323 -0.23028 0.1 0.6 -0.3 -0.828
C 0.65442 1.22497 1.22019 0.3 0.2 0.3 1.570
C 1.60804 -3.03504 -0.08700 -0.2 0.2 0.1 -0.452
C -3.09652 -1.05913 3.42438 0.0 0.2 -0.1 -0.694
C 0.69672 2.63322 1.04955 -0.1 -0.2 -0.1 -0.890
C 2.00391 -1.87413 0.57315 0.0 0.1 -0.6 0.430
C 1.17868 0.69179 2.45866 0.0 -0.1 -0.7 1.061
C -0.14847 1.32314 -5.65124 0.1 -0.2 -0.3 -0.553
B -2.04073 4.55440 0.81784 0.0 -0.3 0.0 0.563
H -2.50896 -4.82416 0.81788 0.0 0.0 0.0 0.430
H 5.41732 -0.02294 -0.08585 0.0 0.0 0.0 0.423
H 4.09511 -0.68753 -1.82445 0.0 0.0 0.0 0.504
H 1.90256 1.18762 4.42843 0.0 0.0 0.0 0.425
H 1.28926 -0.97009 3.75366 0.0 -0.1 0.0 0.518
H -2.00525 -3.48990 -1.16307 0.0 0.0 0.0 0.410
H 1.71783 -4.23430 -1.85630 0.0 0.0 0.0 0.447
H -2.99817 -3.77271 2.98694 0.0 0.0 0.0 0.458
H -3.32272 0.87619 4.32171 0.0 0.0 0.0 0.479
H 4.93483 1.30669 0.99344 0.0 0.0 0.0 0.259
H -0.47584 -1.94061 -4.68698 0.0 0.0 0.0 0.521
H 0.16518 1.90386 -6.50587 0.0 0.0 0.0 0.461
H 1.16085 4.53040 1.87052 0.0 0.0 0.0 0.451
H 4.33708 1.27394 -0.67639 0.0 0.0 0.0 0.393
H -0.63697 3.01031 -4.42880 0.0 0.0 0.1 0.517
H -3.32052 -1.61674 4.32523 0.0 0.0 0.0 0.474
H -2.85827 2.09248 2.21572 0.1 0.0 -0.1 0.439
H 1.90975 3.60806 4.05885 -0.1 0.0 0.0 0.446
H 0.93930 -3.71614 0.42565 -0.1 0.0 0.0 0.311
H 0.31539 3.02866 0.11637 0.1 0.1 0.0 0.628
H 1.30147 -2.60960 2.30860 0.2 0.0 0.2 0.377
H -1.27073 -2.17874 -2.52676 0.0 0.0 0.1 0.142
H 3.26113 -2.66234 -3.00335 0.0 0.0 0.0 0.488
```
Forces are in eV/Å.

=====

No. 3
C30H23Br2IN3O3Ru | the ωB97M-V functional and the def2-TZVPD basis

E_LUMO (alpha / beta)	-3.6658 / -5.6648	eV
energy relative to the best compared isomer or geometry (same formula, charge and spin)	0.0	kcal/mol
maximum force	0.5	eV/A
spin multiplicity	5
net charge	+1
HOMO level (alpha / beta)	-10.72 / -10.76	eV

Structure (XYZ):
```
63
Properties=species:S:1:pos:R:3:forces:R:3:mulliken_charge:R:1
I 1.87008 2.55768 0.59339 -0.1 0.1 0.1 0.168
Ru 0.11125 -0.05791 -0.19564 0.4 -0.3 0.0 0.677
Br 4.21923 1.25008 -3.35273 0.0 0.0 0.0 -0.056
Br 0.42396 0.20360 -7.32632 0.0 0.0 0.0 -0.112
O 0.84729 -1.95484 0.17419 -0.1 0.2 -0.1 -0.638
O 2.65465 -0.48794 4.95730 0.0 0.0 0.1 -0.500
O 1.96529 0.17450 -1.60094 -0.1 0.2 0.1 -0.453
N 0.23853 0.21525 1.84015 -0.1 0.2 0.2 0.213
N 2.82575 -4.20110 2.06970 0.0 0.1 0.1 -0.652
N -0.50297 -0.64075 -2.20746 -0.1 0.0 0.1 0.619
C 0.28866 2.65362 1.95561 0.2 0.0 -0.2 0.238
C 2.14348 0.64062 -5.16576 -0.1 -0.1 0.0 -0.396
C -2.57964 -1.61276 -1.37983 0.0 0.0 -0.1 -1.613
C -2.11429 3.26178 -1.84648 0.0 0.0 0.0 -0.756
C 2.18595 -3.65425 1.07267 0.0 -0.1 0.0 0.827
C -1.31059 1.40081 -0.50932 0.0 -0.2 -0.1 1.062
C -3.54246 2.29423 -0.18309 0.0 0.0 0.0 -0.795
C -1.24052 3.87760 3.32298 0.0 0.0 0.0 -0.592
C 2.21414 -1.84263 4.93706 0.0 0.0 -0.1 -0.980
C -1.79311 2.68548 3.76169 0.0 -0.1 0.0 -0.884
C 1.46944 -1.80508 2.47801 -0.1 0.0 0.0 -0.248
C -1.71167 -1.11781 -2.48982 0.1 0.0 0.1 0.879
C -0.07216 -0.26063 -4.54488 0.1 0.0 -0.1 0.716
C 0.30856 -0.24296 -3.20684 0.1 0.0 0.0 -0.335
C -3.33293 3.23566 -1.17870 0.1 0.0 0.0 -0.607
C -1.36696 -0.72427 -4.83545 0.0 0.0 -0.1 -0.859
C -2.54050 1.38479 0.14471 0.0 0.1 0.1 -0.373
C 2.20951 -4.31192 -0.27361 0.0 0.0 0.0 -1.179
C 2.16949 -2.43197 3.54975 0.0 0.1 0.1 0.812
C 2.82088 -3.59710 3.28891 0.1 -0.2 -0.3 -0.961
C -1.12072 2.34493 -1.52451 -0.1 0.0 0.1 -0.335
C -0.18646 3.86586 2.41671 -0.1 0.0 0.1 -0.477
C -0.26892 1.45318 2.37270 0.0 -0.1 0.0 -0.586
C -1.30683 1.47373 3.28862 -0.1 -0.1 0.1 0.112
C 0.87903 0.19589 -5.51968 0.0 0.0 -0.1 0.168
C 1.64456 0.20183 -2.79973 0.0 -0.1 -0.2 0.847
C -2.16572 -1.15763 -3.81691 -0.1 -0.1 0.0 -0.992
C 0.79905 -0.57471 2.71494 -0.2 0.2 0.0 -0.038
C 1.46780 -2.41795 1.21767 -0.1 0.0 -0.1 0.099
C 2.53348 0.64672 -3.84299 0.0 0.0 0.1 -0.269
H -0.17498 2.40360 -2.05541 0.0 0.0 0.0 0.305
H -1.74420 0.53588 3.61223 0.0 0.0 0.0 0.534
H 2.82890 0.98103 -5.92900 0.0 0.0 0.0 0.452
H 2.69406 -5.28129 -0.19213 0.0 0.0 0.0 0.390
H 2.84798 -2.47224 5.56194 0.0 0.0 0.1 0.411
H -2.72976 0.66941 0.93843 0.0 0.0 0.0 0.504
H -1.71738 -0.74052 -5.85873 0.0 0.0 0.0 0.398
H 2.75987 -3.69386 -0.98730 0.0 0.0 0.0 0.237
H -1.93493 3.99926 -2.62056 0.0 0.0 0.0 0.444
H -1.62048 4.82404 3.68573 0.0 0.0 0.0 0.429
H 3.37759 -4.10511 4.06813 0.0 0.0 0.0 0.353
H 0.25808 4.79174 2.07800 0.0 0.0 0.0 0.449
H -2.04747 -1.62936 -0.43241 0.0 0.0 0.1 0.086
H -2.90713 -2.63070 -1.59759 0.0 0.0 0.0 0.580
H -3.46604 -0.98539 -1.27902 0.0 0.0 0.0 0.317
H -3.16044 -1.53107 -4.01843 0.0 0.0 0.0 0.537
H -4.11159 3.94295 -1.43447 0.0 0.0 0.0 0.426
H 1.22123 -1.84321 5.38872 0.0 0.0 0.0 0.319
H 1.19994 -4.43167 -0.66881 0.0 0.0 0.0 0.287
H -4.48627 2.26856 0.34916 0.0 0.0 0.0 0.461
H 3.60795 -0.46902 4.82531 0.0 0.0 0.0 0.324
H -2.61042 2.69124 4.47032 0.0 0.0 0.0 0.418
H 0.78190 -0.21785 3.73981 0.0 0.0 0.0 0.586
```
Forces are in eV/Å.

=====

No. 4
C30H23Cl2N8O6SSn | the ωB97M-V functional and the def2-TZVPD basis

E_LUMO (alpha / beta)	-3.1189 / -3.1235	eV
energy relative to the best compared isomer or geometry (same formula, charge and spin)	546.3	kcal/mol
maximum force	8.1	eV/A
net charge	+1
HOMO level (alpha / beta)	-10.18 / -10.02	eV

Structure (XYZ):
```
71
Properties=species:S:1:pos:R:3:forces:R:3:mulliken_charge:R:1
Sn -1.42476 -1.95345 -1.27554 -0.1 0.1 0.0 0.751
Cl 3.56418 3.23174 2.29797 5.4 5.1 3.4 1.545
Cl 2.36959 2.07556 5.39780 -0.2 -0.2 0.1 -0.134
S -2.12640 -1.05589 -3.72246 0.0 0.0 0.1 -0.523
O -0.21336 -0.32542 -0.70190 0.0 -0.1 0.2 0.727
O -2.29392 -1.85401 1.60861 0.0 0.0 -0.1 -0.601
O 1.44062 0.71704 -1.79626 0.0 0.0 0.0 -0.912
O -1.70219 2.23640 0.12243 0.0 -0.1 -0.1 -0.563
O 3.68694 4.34189 1.31385 -1.4 -2.3 0.7 -0.699
O 4.72138 4.06335 4.62461 0.7 0.5 -0.6 -0.573
N -1.10323 0.83210 1.71448 -0.2 0.1 0.2 0.031
N -1.51567 0.64893 -5.68130 -0.1 0.1 0.0 0.050
N 2.09735 -2.01035 -2.63786 0.0 -0.1 0.0 -0.026
N 4.14586 3.61556 3.61397 -2.0 -1.5 0.3 0.040
N 0.08824 0.46333 -4.19729 -0.1 0.2 -0.1 0.124
N -3.29627 -0.41614 -0.51629 0.1 0.0 0.0 0.159
N 0.18545 -3.34236 1.24228 0.1 0.0 0.0 -0.037
N -0.72164 -0.40291 2.35253 0.2 -0.3 0.3 0.373
C -1.19917 -1.64348 2.09323 -0.1 0.0 -0.1 -0.228
C -5.67327 -0.52261 -0.30021 0.0 0.0 0.0 -0.917
C 1.11410 -2.49225 -2.27053 0.0 0.1 -0.1 -0.387
C -2.75702 0.43124 -6.39350 0.0 -0.1 0.0 -0.932
C 1.11786 -4.15829 3.73279 0.0 0.0 0.0 -0.649
C 2.01226 2.66790 2.79131 -1.7 -2.6 0.1 -1.383
C 0.87982 2.64239 1.80467 -1.3 2.6 0.3 0.476
C 0.83835 0.42789 -0.77797 0.0 0.3 -0.2 -1.305
C 0.21241 -3.10941 3.63249 0.0 0.0 0.0 -0.325
C -1.14069 0.08086 -4.53763 0.1 -0.1 0.0 0.533
C 2.83585 -0.30934 2.56326 0.7 -0.3 -0.1 -0.564
C 1.78529 -0.35082 1.41166 0.1 -0.2 -0.2 -0.807
C 1.06079 -4.33724 1.35326 0.0 0.0 0.0 -0.390
C 0.68563 0.00490 2.43844 0.0 0.2 0.0 0.218
C 1.73072 0.09192 3.53649 -0.4 0.1 0.5 -1.340
C 4.36328 1.87283 2.05850 1.6 -0.7 -0.7 -1.580
C 2.31223 1.50498 3.73437 2.4 0.4 -0.8 0.446
C 1.31219 0.89053 0.58157 0.2 -0.2 0.0 2.433
C 3.80730 0.84608 2.95544 -2.5 1.7 0.8 -0.166
C -3.27679 0.51861 0.43812 0.0 0.0 -0.1 0.047
C -1.97478 1.21511 0.71437 0.1 -0.1 0.0 1.020
C -5.64422 0.45892 0.67458 0.0 0.0 0.0 -0.556
C -0.21248 -2.74597 2.36823 -0.1 -0.1 0.0 1.016
C 0.25754 1.27061 1.68977 0.4 -0.2 -0.4 -0.490
C -4.42204 0.99614 1.04677 0.0 0.0 0.0 -0.828
C 1.55808 -4.77451 2.57453 0.0 0.0 0.0 -0.621
C 1.90427 2.24949 0.83829 -1.7 -1.7 0.7 -1.863
C -4.47711 -0.92295 -0.86728 0.0 0.0 -0.1 -0.013
C 0.60160 1.48333 -5.11699 0.0 0.0 0.0 -0.598
C -0.45804 1.49724 -6.23006 0.0 0.0 0.0 -0.646
H -0.08243 1.07089 -7.16203 0.0 0.0 0.0 0.309
H -3.52320 0.10194 -5.69757 0.0 0.0 0.0 0.313
H 2.87941 2.58236 0.96885 0.6 -0.4 -4.1 1.037
H 2.91571 -1.50614 -2.91827 0.0 0.0 0.0 0.336
H 0.29833 3.55454 1.70813 -0.3 -0.2 0.0 0.623
H -0.84705 2.49386 -6.43644 0.0 0.0 0.0 0.396
H 1.58266 1.19602 -5.48932 0.0 0.0 0.0 0.349
H 1.59284 -0.46302 4.45956 0.0 0.2 0.1 1.042
H 4.59641 0.54616 3.64232 -0.3 -0.2 0.3 0.765
H -4.35024 1.77476 1.79357 0.0 0.0 0.0 0.543
H -2.63844 -0.32503 -7.17181 0.0 0.0 0.0 0.327
H -3.06455 1.36930 -6.85261 0.0 0.0 0.0 0.323
H 3.32744 -1.26977 2.70687 -0.2 -0.2 -0.2 0.719
H 1.46385 -4.49242 4.70184 0.0 0.0 0.0 0.473
H -4.46152 -1.67811 -1.64662 0.0 0.0 0.0 0.399
H 1.37350 -4.80353 0.42619 0.0 0.0 0.0 0.431
H -6.55865 0.80792 1.13472 0.0 0.0 0.0 0.457
H 1.81142 -1.30262 0.88779 -0.2 0.1 -0.1 0.982
H 0.69363 2.44307 -4.60906 0.0 0.0 0.0 0.323
H 0.44815 0.42272 -3.24185 0.1 -0.2 0.0 0.091
H -0.17620 -2.60831 4.50936 0.0 0.0 0.0 0.572
H 2.26454 -5.59185 2.60982 0.0 0.0 0.0 0.433
H -6.60172 -0.97225 -0.62102 0.0 0.0 0.0 0.423
```
Forces are in eV/Å.

=====

Total energy (computed, eV): -145791.97612; -126690.04141; -192856.76283; -97370.23849